[1]
Molecular formula: C5H7Cl
Method: DFT, ωB97M-V/def2-TZVPD

Values from the calculation:
- F_max (eV Å⁻¹) = 3.48
- SMILES = C=CCC(=C)Cl
- HOMO (eV) = -9.68
- multiplicity = 1
- LUMO (eV) = 1.001
- total charge = 0

Each line ends with the Löwdin charge.
CARTESIAN COORDINATES (ANGSTROEM)
1 C -0.17554 1.35807 1.99300  -0.022
2 C 0.22639 -1.49693 -1.90205  -0.023
3 C 0.16578 0.25097 1.25102  -0.182
4 C -0.35476 -0.68123 -1.07855  -0.742
5 C 0.38487 0.39842 -0.27789  -0.216
6 Cl -2.08412 -0.71532 -0.89842  0.656
7 H -0.52869 1.48649 3.05317  0.058
8 H -0.28309 2.41629 1.57384  0.069
9 H -0.29610 -2.17224 -2.47103  0.038
10 H 1.21198 -1.71973 -1.92790  0.037
11 H 0.13913 -0.71050 1.78435  0.099
12 H 0.09557 1.39051 -0.52251  0.086
13 H 1.49858 0.19521 -0.57702  0.143

***

[2]
Molecular formula: C5H7Cl
Method: DFT, ωB97M-V/def2-TZVPD

Values from the calculation:
- F_max (eV Å⁻¹) = 4.66
- SMILES = CC#CCCCl
- HOMO (eV) = -9.54
- multiplicity = 1
- LUMO (eV) = 0.900
- total charge = 0

Each line ends with the Löwdin charge.
CARTESIAN COORDINATES (ANGSTROEM)
1 C 2.59501 -0.84625 0.04646  -0.139
2 C 1.23140 -0.56237 -0.11490  -0.128
3 C 0.18453 0.03435 -0.04981  -0.024
4 C -1.04656 0.89563 -0.32927  -0.297
5 C -2.20652 0.41645 0.32531  -0.616
6 H 3.12422 -0.52419 -0.84312  0.072
7 H 3.04227 -0.23345 0.91304  0.115
8 H 2.83999 -1.93252 0.12150  0.087
9 H -1.16753 0.77370 -1.35212  0.087
10 H -0.84570 1.95207 -0.03063  0.141
11 H -3.01276 1.01326 -0.01313  0.062
12 H -2.10735 0.29299 1.43912  0.097
13 Cl -2.63100 -1.27968 -0.11245  0.543

***

[3]
Molecular formula: C5H7Cl
Method: DFT, ωB97M-V/def2-TZVPD

Values from the calculation:
- F_max (eV Å⁻¹) = 3.66
- SMILES = C=C[C@@H]1C[C@H]1Cl
- HOMO (eV) = -9.27
- multiplicity = 1
- LUMO (eV) = 1.138
- total charge = 0

Each line ends with the Löwdin charge.
CARTESIAN COORDINATES (ANGSTROEM)
1 C -0.45249 0.95890 1.01104  -0.654
2 C -0.89087 -0.50595 0.96142  -0.084
3 C 0.51618 -0.09571 0.50507  -0.322
4 C 1.01856 -0.16976 -0.82031  -0.162
5 C 0.29354 -0.43490 -1.92595  0.026
6 H -0.86767 1.59683 0.28862  0.077
7 H -1.64444 -0.74094 0.17541  0.105
8 H -0.97921 -1.09466 1.86705  0.099
9 H 1.30252 -0.27951 1.18577  0.119
10 H 2.04889 -0.04205 -0.88675  0.082
11 H 0.65213 -0.35441 -2.98181  0.066
12 H -0.77064 -0.69355 -1.88186  0.050
13 Cl -0.22650 1.85571 2.50232  0.598

***

Record order is preserved below.
Energy relative to the best compared isomer or geometry (same formula, charge and spin): 36.6; 43.3; 30.7 kcal per mole